Entry 1:
{"formula": "C9H38F2HgNO14S2", "method": "the ωB97M-V functional and the def2-TZVPD basis", "total_charge": 1, "e_homo_ev": -11.29, "total_energy_ha": -2622.92467, "orbital_gap_ev": 6.086, "species": ["Hg", "N", "S", "O", "O", "F", "S", "O", "O", "F", "C", "O", "H", "H", "H", "H", "O", "H", "H", "O", "H", "H", "O", "H", "H", "O", "H", "H", "O", "H", "H", "C", "C", "O", "H", "H", "H", "H", "H", "H", "C", "C", "O", "H", "H", "H", "H", "H", "H", "C", "C", "O", "H", "H", "H", "H", "H", "H", "C", "C", "O", "H", "H", "H", "H", "H", "H"], "coordinates": [[0.752, 2.265, -3.360], [-0.575, 1.214, -1.963], [-0.356, 0.575, -0.617], [-0.873, -0.778, -0.452], [-0.380, 1.524, 0.467], [1.250, 0.306, -0.830], [-2.277, 1.135, -1.863], [-2.997, 1.740, -0.742], [-2.867, -0.008, -2.564], [-2.499, 2.242, -3.051], [0.176, -3.066, -2.764], [1.066, -2.501, -3.696], [0.592, -3.458, -1.836], [-0.455, -2.256, -2.400], [-0.453, -3.815, -3.246], [1.532, -3.188, -4.178], [1.846, 3.430, 0.841], [1.018, 3.055, 1.141], [2.010, 4.159, 1.439], [2.340, 3.040, -1.934], [3.247, 3.296, -2.100], [2.246, 3.092, -0.982], [-0.540, 1.530, -5.134], [-0.667, 0.583, -5.190], [-1.011, 1.880, -5.890], [-0.332, 4.289, -3.112], [-0.033, 5.197, -3.050], [-1.218, 4.303, -2.751], [2.097, 0.379, -3.722], [2.925, 0.141, -4.138], [1.637, -0.453, -3.611], [5.497, 0.140, 1.327], [4.130, 0.884, 1.072], [4.382, 2.294, 1.260], [5.473, -0.941, 1.192], [6.000, 0.366, 2.267], [6.211, 0.442, 0.560], [3.345, 0.465, 1.702], [3.884, 0.805, 0.013], [3.576, 2.810, 1.179], [-3.963, -1.953, 0.870], [-5.320, -1.377, 0.428], [-6.161, -1.448, 1.497], [-3.906, -2.248, 1.918], [-3.133, -1.262, 0.724], [-3.698, -2.779, 0.211], [-5.817, -1.877, -0.404], [-5.272, -0.303, 0.246], [-7.072, -1.269, 1.250], [0.345, -2.694, 1.865], [1.689, -3.374, 1.582], [1.522, -4.788, 1.521], [-0.357, -2.844, 1.045], [0.452, -1.611, 1.927], [-0.143, -3.018, 2.784], [2.443, -3.095, 2.317], [2.088, -3.018, 0.632], [0.901, -4.986, 0.816], [-1.481, 0.529, 3.490], [-1.522, 1.250, 4.858], [-1.542, 0.288, 5.855], [-0.466, 0.210, 3.256], [-1.655, 1.311, 2.750], [-2.172, -0.313, 3.459], [-2.427, 1.846, 4.976], [-0.650, 1.878, 5.042], [-2.382, -0.173, 5.801]], "atomic_forces_ev_per_a": [[0.428, 0.033, -0.046], [-4.022, 0.642, -1.994], [5.245, -3.857, 6.464], [0.148, 2.687, -0.414], [-0.135, -0.886, -0.752], [-1.083, 0.306, 0.034], [-5.862, 0.643, -3.941], [2.651, -1.405, -1.740], [2.017, 1.556, 1.996], [0.746, 0.133, 0.809], [-1.240, 0.152, 0.583], [0.763, 0.671, -0.224], [0.695, -0.270, -0.271], [-0.191, -0.007, -0.290], [-0.025, -0.059, 0.134], [0.033, -0.098, 0.067], [0.100, 0.200, -0.405], [-0.492, -0.538, 0.025], [0.112, 0.426, 0.134], [0.264, 0.158, -0.846], [0.384, -0.004, -0.302], [-0.532, 0.053, 1.286], [0.212, -0.056, -0.092], [-0.019, -0.542, 0.150], [-0.157, 0.516, -0.218], [-0.004, 0.183, -0.176], [0.453, 0.319, -0.055], [-0.589, -0.341, 0.119], [-0.039, 0.549, -0.090], [0.383, 0.186, -0.198], [-0.442, -1.060, 0.223], [-0.312, 0.532, -0.815], [1.914, 0.186, -0.095], [0.458, -0.460, 0.469], [-0.577, -0.057, 0.257], [-0.537, 0.095, 0.184], [-0.034, 0.352, -0.108], [-0.143, 0.287, 0.076], [-0.312, -0.691, -0.039], [-0.249, -0.514, 0.042], [0.442, 0.099, -1.140], [0.736, 0.841, -0.264], [-1.843, -0.778, 2.743], [-0.521, -0.126, -0.130], [-0.178, 0.354, -0.017], [-0.041, -0.370, 0.311], [0.674, -0.175, -0.482], [0.708, 0.136, -0.942], [0.047, 0.040, -0.072], [0.185, 0.364, -0.136], [-0.963, 0.141, -0.193], [0.563, 0.130, 0.356], [-0.017, -0.235, -0.081], [0.175, 0.112, 0.076], [0.264, -0.212, 0.028], [-0.127, -0.514, 0.262], [0.013, 0.166, -0.276], [-0.081, 0.021, -0.005], [0.732, 1.662, 0.271], [-0.384, -0.694, -0.855], [0.316, -0.823, 1.434], [-0.004, -0.420, 0.304], [-0.598, -0.338, -0.432], [-0.076, 0.242, -0.206], [-0.015, 0.434, -0.406], [-0.007, 0.033, -0.194], [-0.007, -0.112, 0.106]], "mulliken_charge": [1.89, -0.09, 0.63, -0.37, -0.50, -0.23, 1.02, -0.51, -0.58, -0.36, -0.24, -0.52, 0.19, -0.06, 0.38, 0.26, -0.65, 0.24, 0.30, -0.52, 0.30, 0.28, -0.52, 0.30, 0.27, -0.55, 0.28, 0.29, -0.52, 0.23, 0.31, -1.34, 0.37, -0.56, 0.35, 0.34, 0.34, 0.18, -0.02, 0.41, -0.44, -0.28, -0.55, 0.39, -0.21, 0.25, 0.35, 0.19, 0.30, -0.37, -0.38, -0.56, 0.18, -0.11, 0.36, 0.38, 0.18, 0.31, -0.27, -0.49, -0.53, 0.05, 0.12, 0.21, 0.29, 0.29, 0.31]}



Entry 2:
{"formula": "C9H38F6O10P", "method": "the ωB97M-V functional and the def2-TZVPD basis", "total_charge": -1, "e_homo_ev": -7.25, "total_energy_ha": -2058.91997, "orbital_gap_ev": 9.931, "species": ["P", "F", "F", "F", "F", "F", "F", "C", "O", "H", "H", "H", "H", "C", "C", "O", "H", "H", "H", "H", "H", "H", "C", "C", "O", "H", "H", "H", "H", "H", "H", "C", "C", "O", "H", "H", "H", "H", "H", "H", "C", "C", "O", "H", "H", "H", "H", "H", "H", "O", "H", "H", "O", "H", "H", "O", "H", "H", "O", "H", "H", "O", "H", "H"], "coordinates": [[0.799, 0.670, 0.591], [-0.746, 0.318, 0.256], [0.390, 2.188, 0.999], [0.591, 0.073, 2.059], [2.343, 1.031, 0.943], [1.220, -0.802, 0.085], [0.904, 1.193, -0.975], [-3.600, 2.354, 0.559], [-2.926, 1.547, -0.375], [-2.977, 2.595, 1.423], [-4.050, 3.231, 0.097], [-4.447, 1.822, 1.016], [-2.191, 1.076, 0.035], [0.460, -4.137, -1.845], [1.869, -3.564, -1.760], [1.834, -2.250, -2.320], [0.205, -5.058, -1.316], [0.093, -4.388, -2.844], [-0.192, -3.345, -1.466], [2.500, -4.271, -2.309], [2.167, -3.427, -0.720], [2.422, -1.749, -1.747], [0.493, 5.944, -0.670], [-0.610, 5.043, -0.130], [-0.932, 4.075, -1.115], [1.360, 5.298, -0.811], [0.667, 6.759, 0.038], [0.229, 6.387, -1.629], [-1.525, 5.626, 0.028], [-0.367, 4.628, 0.849], [-0.505, 3.243, -0.875], [-0.939, -4.163, 1.947], [0.081, -3.219, 2.541], [0.650, -3.773, 3.741], [-0.615, -5.184, 1.733], [-1.239, -3.715, 0.997], [-1.819, -4.336, 2.570], [-0.367, -2.262, 2.812], [0.875, -3.016, 1.818], [1.523, -3.394, 3.866], [-2.495, -1.573, -3.137], [-1.148, -0.846, -2.902], [-0.266, -1.230, -3.952], [-2.997, -1.706, -2.177], [-2.237, -2.534, -3.581], [-3.116, -1.003, -3.825], [-0.728, -1.087, -1.926], [-1.443, 0.207, -2.883], [0.483, -1.656, -3.512], [2.414, 2.568, 3.302], [3.337, 2.785, 3.141], [2.115, 2.155, 2.477], [5.085, 0.290, 1.119], [4.135, 0.444, 1.214], [5.340, 0.833, 0.366], [-0.574, 0.100, 4.418], [-0.173, 0.400, 3.580], [-0.219, -0.783, 4.556], [-3.045, -0.524, 1.715], [-2.242, -0.491, 1.180], [-3.748, -0.238, 1.123], [2.992, 1.579, -2.643], [2.768, 1.757, -3.561], [2.133, 1.502, -2.191]], "atomic_forces_ev_per_a": [[-0.111, 0.065, -1.582], [-0.090, -0.321, 0.254], [-0.051, -0.734, 0.372], [0.214, 0.451, 0.075], [-0.241, -0.091, -0.531], [0.312, 0.123, 0.064], [0.376, -0.043, 0.839], [-0.396, -0.569, 0.802], [-0.410, 0.175, -0.523], [0.180, 0.431, -0.223], [0.490, 0.145, -0.209], [-0.094, -0.155, -0.126], [-0.282, 0.567, -0.064], [-1.117, 0.331, 0.140], [-1.047, -0.677, -0.145], [0.579, -0.557, -0.105], [0.692, 0.122, 0.531], [0.507, 0.493, -0.317], [-0.236, -0.207, 0.030], [0.623, 0.485, 0.133], [0.131, -0.584, 0.014], [-0.165, 0.572, -0.332], [-0.185, -0.279, 0.503], [-0.598, 0.720, -0.583], [0.101, -0.405, 0.359], [0.302, 0.393, 0.052], [0.384, -0.085, -0.017], [-0.159, -0.134, -0.032], [0.035, 0.050, -0.025], [0.244, -0.265, -0.164], [-0.125, 0.026, -0.094], [-0.398, -0.150, -0.249], [0.346, -0.269, 0.537], [-0.019, -0.231, -0.091], [0.703, 0.214, -0.017], [-0.311, -0.100, 0.041], [-0.030, 0.550, 0.115], [-0.269, 0.012, -0.310], [-0.021, -0.027, -0.086], [-0.032, 0.056, 0.001], [0.896, -0.010, 0.460], [-1.385, -0.524, -0.351], [0.112, 0.548, 0.334], [-0.276, -0.044, -0.143], [-0.332, -0.151, 0.078], [-0.092, -0.090, 0.001], [0.071, -0.067, -0.030], [0.848, 0.296, -0.225], [0.172, 0.158, -0.119], [-0.048, 0.004, -0.096], [-0.013, -0.053, -0.025], [0.182, 0.276, 0.397], [0.018, 0.036, 0.071], [0.159, -0.061, -0.081], [-0.081, -0.033, -0.024], [0.104, 0.248, -0.156], [-0.364, -0.239, 0.796], [0.007, 0.003, -0.026], [-0.033, -0.246, 0.088], [-0.168, -0.117, 0.214], [0.123, -0.013, -0.080], [-0.183, 0.033, -0.006], [0.005, -0.048, 0.021], [0.444, -0.005, -0.136]], "mulliken_charge": [1.36, -0.53, -0.26, -0.27, -0.48, -0.40, -0.40, -0.68, -0.46, 0.25, 0.28, 0.27, 0.41, -0.71, -0.12, -0.53, 0.37, 0.32, -0.11, 0.27, 0.26, 0.22, -1.06, -0.09, -0.54, 0.25, 0.34, 0.28, 0.32, 0.21, 0.20, -1.18, 0.83, -0.61, 0.36, 0.20, 0.33, -0.29, 0.01, 0.32, -1.36, 0.57, -0.65, 0.29, 0.36, 0.35, -0.32, 0.33, 0.48, -0.69, 0.27, 0.38, -0.69, 0.44, 0.31, -0.71, 0.50, 0.27, -0.69, 0.22, 0.32, -0.67, 0.31, 0.42]}



Entry 3:
{"formula": "C9H39Cl2FO21S", "method": "the ωB97M-V functional and the def2-TZVPD basis", "total_charge": 0, "e_homo_ev": -9.55, "total_energy_ha": -3364.75690, "orbital_gap_ev": 7.208, "species": ["C", "C", "Cl", "C", "Cl", "C", "C", "S", "O", "O", "F", "C", "O", "C", "C", "C", "O", "H", "H", "H", "H", "H", "O", "H", "H", "O", "H", "H", "O", "H", "H", "O", "H", "H", "O", "H", "H", "O", "H", "H", "O", "H", "H", "O", "H", "H", "O", "H", "H", "O", "H", "H", "O", "H", "H", "O", "H", "H", "O", "H", "H", "O", "H", "H", "O", "H", "H", "O", "H", "H", "O", "H", "H"], "coordinates": [[1.982, -1.199, 0.716], [2.052, -0.576, -0.656], [3.631, -0.643, -1.396], [1.035, -0.004, -1.314], [1.279, 0.579, -2.945], [-0.324, 0.072, -0.749], [-1.107, 1.157, -0.593], [-0.582, 2.812, -1.039], [-1.578, 3.768, -0.717], [0.741, 3.065, -0.574], [-0.547, 2.770, -2.597], [-2.490, 1.032, 0.003], [-3.293, 1.931, 0.013], [-2.876, -0.274, 0.599], [-2.127, -1.359, 0.455], [-0.882, -1.287, -0.327], [-0.274, -2.282, -0.633], [1.706, -2.238, 0.564], [2.958, -1.155, 1.179], [1.207, -0.730, 1.311], [-3.822, -0.308, 1.125], [-2.391, -2.326, 0.859], [0.474, -5.283, 0.143], [0.238, -4.549, -0.437], [1.396, -5.467, -0.065], [3.478, -3.675, -0.092], [4.357, -3.833, 0.270], [3.628, -3.524, -1.033], [-5.997, 0.879, 0.053], [-5.738, 0.108, -0.472], [-5.236, 1.463, -0.057], [2.556, 1.712, 1.466], [3.317, 1.759, 0.878], [1.961, 2.400, 1.147], [-5.130, -0.708, -2.370], [-5.097, 0.135, -2.845], [-5.730, -1.246, -2.893], [1.747, -1.785, 3.556], [1.075, -2.460, 3.698], [2.204, -1.745, 4.401], [-1.389, -7.362, 1.483], [-0.969, -6.589, 1.085], [-0.761, -7.656, 2.148], [0.203, 4.345, 2.205], [-0.602, 4.859, 2.088], [0.598, 4.336, 1.328], [0.605, 6.879, 0.282], [0.092, 6.235, -0.220], [-0.040, 7.538, 0.556], [1.023, -4.030, 5.313], [0.339, -4.697, 5.435], [1.478, -3.995, 6.161], [-4.796, 1.374, -4.485], [-5.116, 1.967, -5.173], [-3.857, 1.299, -4.679], [-5.722, -2.174, 0.727], [-6.138, -2.905, 0.260], [-6.445, -1.572, 0.937], [4.430, -3.699, 3.049], [3.710, -3.104, 2.797], [3.998, -4.372, 3.583], [3.774, 6.208, 0.755], [2.964, 6.718, 0.629], [4.166, 6.164, -0.122], [4.670, -2.653, -3.574], [5.438, -2.605, -4.151], [4.098, -1.935, -3.865], [-3.941, 2.396, -7.082], [-3.693, 1.648, -7.635], [-3.214, 3.020, -7.172], [6.025, 6.061, 3.032], [5.486, 6.092, 2.231], [5.786, 5.224, 3.440]], "atomic_forces_ev_per_a": [[-0.331, 0.123, -0.946], [0.164, 0.003, 0.293], [-0.497, 0.093, 0.256], [0.518, 0.136, -0.353], [-0.215, -0.112, 0.238], [0.039, 0.091, 0.048], [-0.020, 0.050, -0.354], [-0.204, 0.759, 0.831], [-0.025, -0.093, -0.115], [0.211, -0.504, -0.443], [-0.031, -0.197, 0.054], [-0.298, -0.279, 0.129], [0.135, 0.207, -0.189], [0.177, -0.175, 0.054], [0.242, 0.266, -0.139], [-0.023, -0.196, 0.262], [-0.173, -0.197, -0.279], [0.226, -0.156, 0.177], [-0.097, 0.166, 0.279], [0.251, 0.204, 0.225], [-0.040, 0.171, -0.080], [-0.063, -0.022, -0.061], [-0.096, -0.025, -0.082], [-0.034, 0.076, 0.131], [0.062, 0.084, 0.096], [0.092, -0.299, -0.222], [-0.063, -0.028, 0.139], [0.066, 0.056, 0.010], [0.055, -0.256, -0.031], [-0.155, -0.024, -0.188], [-0.055, 0.159, 0.205], [0.040, -0.037, 0.006], [0.001, 0.065, 0.001], [0.031, -0.025, 0.021], [0.099, 0.071, 0.132], [-0.071, 0.048, -0.187], [0.005, -0.017, 0.005], [0.100, -0.043, -0.086], [0.046, -0.111, 0.127], [-0.020, 0.079, 0.028], [-0.067, 0.050, 0.085], [0.169, 0.011, -0.138], [0.005, -0.020, -0.017], [-0.096, -0.169, -0.002], [-0.009, 0.010, 0.052], [0.099, 0.106, 0.030], [-0.024, -0.018, -0.105], [0.040, 0.000, -0.047], [0.056, 0.035, 0.039], [-0.013, -0.116, 0.078], [-0.016, 0.019, -0.056], [-0.002, 0.033, -0.008], [-0.002, -0.101, 0.242], [0.017, -0.010, -0.048], [0.010, 0.009, -0.071], [-0.038, 0.017, 0.039], [0.032, -0.018, 0.002], [0.064, 0.077, 0.025], [-0.079, 0.102, -0.101], [-0.033, -0.026, 0.071], [-0.021, -0.017, -0.032], [0.133, 0.008, -0.130], [-0.148, -0.078, 0.135], [0.004, -0.013, 0.002], [0.024, -0.021, -0.051], [0.004, -0.056, 0.010], [-0.026, -0.004, 0.055], [0.131, 0.001, -0.013], [-0.067, -0.008, -0.010], [-0.050, 0.048, -0.007], [0.052, -0.080, -0.111], [-0.182, 0.103, 0.055], [-0.014, 0.016, 0.031]], "mulliken_charge": [-1.59, 0.68, -0.15, -0.91, -0.22, 0.18, 1.09, 1.37, -0.63, -0.51, -0.20, 0.32, -0.71, -0.54, -0.84, 0.63, -0.59, 0.35, 0.67, 0.40, 0.52, 0.60, -0.62, 0.33, 0.29, -0.53, 0.28, 0.28, -0.68, 0.34, 0.36, -0.58, 0.30, 0.26, -0.59, 0.38, 0.27, -0.54, 0.29, 0.25, -0.63, 0.35, 0.29, -0.59, 0.32, 0.26, -0.58, 0.31, 0.30, -0.58, 0.28, 0.29, -0.65, 0.30, 0.31, -0.59, 0.28, 0.32, -0.64, 0.36, 0.30, -0.64, 0.30, 0.31, -0.59, 0.30, 0.31, -0.63, 0.32, 0.32, -0.64, 0.34, 0.32]}